Entry from the Open Molecules 2025 dataset: a 3-piece molecular cluster, C22H43NO5 overall (ωB97M-V with the def2-TZVPD basis set).

Geometry (Å):
H 4.00053 2.09557 1.50032
C 6.77934 -5.57700 4.11699
C -7.38081 3.42284 -5.04773
H -7.26549 0.91493 -3.64067
H 5.76977 -4.07184 5.27059
H 4.88973 -0.92172 1.41328
H -0.53687 2.91824 0.89148
H 7.41754 -5.64135 3.23108
C -2.82688 1.28847 1.66841
C -2.53328 1.14137 0.20949
H 5.47236 -3.15243 1.10364
H 7.23752 -3.51405 4.50652
H -6.76292 1.68184 -1.40139
H 1.95405 3.39955 0.76131
H 5.96085 -7.57121 3.85143
H -7.45680 4.14609 -4.23039
H 4.99195 -6.30685 3.10694
C 6.34836 -4.12858 4.34319
H -5.30171 2.99879 -4.70918
H 6.35451 -4.59301 1.53123
C -1.72273 1.23079 -1.90970
C -0.37925 2.51736 -0.11116
H -5.53685 0.95084 -3.40038
C 3.38000 1.79353 0.65562
H -3.68903 1.94134 1.82439
C -6.24135 2.44292 -4.77084
C -6.41693 1.59177 -3.51155
C 6.17515 -3.55876 1.83732
H 2.83325 -0.17757 1.31393
C -6.61206 2.38815 -2.22203
H 7.31873 -1.72588 2.04494
H -5.27509 4.05588 -2.65898
H -1.96418 1.72853 2.17189
H 1.35528 1.76784 -1.16357
C -1.54082 1.67987 -0.50186
H 5.28224 -2.48635 3.47285
H 8.23417 -3.18105 2.44138
O -1.95468 -0.66800 2.45867
O -4.21897 -0.47784 -0.47506
H -7.13069 4.00350 -5.93944
O -1.00120 1.36950 -2.84619
H 7.40328 -5.88765 4.95878
H -2.15864 -1.44970 1.92619
C 7.47917 -2.77092 1.76922
H -0.32351 3.36895 -0.79267
C 1.95506 2.30856 0.84474
C 0.94914 1.73722 -0.15087
H 3.81332 2.24735 -0.24026
H -7.52723 2.98422 -2.27960
H -4.51307 2.71295 -1.81077
C -8.73117 2.74484 -5.25255
H 5.18268 -0.62671 -0.12932
H -9.04776 2.19959 -4.36206
H 3.07674 -0.05741 -0.41509
H -5.58758 3.81635 -0.94345
H 1.61752 2.07517 1.86047
C 5.51099 -3.52615 3.21315
C -5.43324 3.29725 -1.89116
H 7.89553 -2.78819 0.76121
H -8.68607 2.03182 -6.07884
H 0.75072 0.68914 0.08555
C -3.36124 0.31073 -0.70981
O -2.92236 0.54726 -2.00580
C 5.61058 -6.54571 3.97354
N 4.86801 -0.17930 0.72379
H -6.13471 1.77182 -5.62888
C 3.47156 0.27450 0.54813
H 4.96947 -6.51477 4.85741
O -3.17324 0.07907 2.30922
H -9.50864 3.47422 -5.48316
H 4.54791 -4.04062 3.15619

Computed properties:
SMILES	NCCCCCC1=C(COO)C(=O)OC1=O.CCCCCC.CCCCCC
largest force on an atom	0.0095	Eh/bohr
highest occupied orbital energy	-9.58	eV
LUMO level	-0.785	eV
energy	-1294.9345	Eh

List of Mulliken charges in e, atom by atom: H 0.294; C -0.351; C -0.378; H 0.356; H 0.388; H 0.115; H 0.514; H 0.223; C -0.563; C 0.281; H 0.404; H 0.328; H 0.370; H 0.365; H 0.379; H 0.218; H 0.277; C -0.849; H 0.302; H 0.379; C 0.291; C -0.987; H 0.215; C -0.778; H 0.184; C -0.723; C -0.509; C -0.547; H 0.315; C -0.496; H 0.297; H 0.342; H 0.385; H 0.417; C 0.893; H 0.379; H 0.366; O -0.378; O -0.538; H 0.379; O -0.551; H 0.371; H 0.342; C -1.260; H 0.373; C -0.802; C -0.480; H 0.270; H 0.347; H 0.013; C -1.208; H 0.293; H 0.280; H 0.276; H 0.387; H 0.313; C -0.592; C -0.986; H 0.379; H 0.294; H 0.462; C 0.215; O -0.354; C -1.187; N -0.617; H 0.399; C -0.335; H 0.293; O -0.234; H 0.385; H 0.358

---

Entry from the Open Molecules 2025 dataset: a 6-piece molecular cluster, C20H27IN6O4PS3 overall at a distorted geometry (ωB97M-V with the def2-TZVPD basis set).

Geometry (Å):
H 5.23462 6.46271 0.74636
H -10.18274 -2.92542 -0.73732
P -1.89722 0.17562 -2.85705
H -3.41507 -1.04041 0.38628
H 1.79690 -2.36253 -2.36122
C -7.29257 -1.64654 0.20702
H 3.46563 0.97030 -0.40514
H -6.41043 -1.40572 0.78500
C 3.33535 0.12652 -1.07039
O -3.50987 -0.29317 -5.33629
H 4.48857 5.40319 3.13229
O -4.71600 1.09563 -3.63741
C 5.87313 0.23723 5.18993
H -1.41261 -4.17906 2.35037
H 5.85750 4.34767 -0.85140
C 5.19484 5.41305 1.00735
H 5.84297 1.15550 5.76110
H -1.19196 1.20177 -2.13182
N -2.77036 2.25567 -5.25361
C -2.15307 -3.62112 1.79189
H -8.52428 -3.00405 1.41098
H -6.84016 -0.48733 -1.51290
H 1.30235 -0.67534 -0.56737
N -3.20380 -1.95738 0.75798
N 5.34134 3.19898 0.87523
O -4.04727 4.41241 -4.04664
S -3.30696 0.88834 -4.30929
H 4.05086 -2.08568 -3.43429
C -8.65877 -1.58131 -1.56197
C -2.07892 -2.28451 1.46954
C 5.51740 4.36432 0.17545
H -2.66407 -0.59079 -1.88060
N -7.47694 -1.11867 -1.04433
H 5.88813 -1.42973 6.61477
C 5.93068 -1.87617 4.42089
H 5.89322 1.10004 3.25042
N 2.44660 -1.63330 -2.09712
S -2.65859 3.71868 -4.30703
O -1.96469 3.56249 -2.93294
C 4.25826 -0.34672 -2.03346
N 5.89743 0.26369 3.81975
C -3.99808 -3.06703 0.63014
C 4.80595 4.86081 2.25115
H 5.23602 0.06230 -2.25260
C -9.23895 -2.40748 -0.62560
C -3.36759 -4.11664 1.26023
H -1.32337 -1.54048 1.68390
C 2.22681 -0.68811 -1.12912
H -8.98552 -1.28279 -2.54913
H -3.74251 -5.12947 1.33050
C 3.68508 -1.43635 -2.65021
C -8.37448 -2.44848 0.49433
H 4.69825 2.70279 2.85173
C 5.89611 -1.07994 5.59053
C 5.92702 -1.02058 3.34193
H 5.94450 -1.21515 2.27795
S -0.69778 -1.09834 -3.74490
I -1.35529 5.30806 -5.67108
C 4.90237 3.49165 2.14021
H 5.95435 -2.95704 4.37094
H 5.50832 2.26868 0.51425
H -4.94063 -3.01530 0.10181

Computed properties:
largest force on an atom	0.1685	Eh/bohr
highest occupied orbital energy	-6.33	eV
total charge	-1
LUMO level	1.105	eV
energy	-3241.3166	Eh

List of Mulliken charges in e, atom by atom: H 0.375; H 0.374; P 0.357; H 0.270; H 0.232; C -0.702; H 0.438; H 0.604; C -0.019; O -0.594; H 0.397; O -0.596; C -0.349; H 0.397; H 0.383; C -0.436; H 0.346; H 0.131; N -0.327; C -0.394; H 0.399; H 0.228; H 0.462; N 0.063; N 0.079; O -0.532; S 0.780; H 0.368; C -0.434; C -0.560; C -0.438; H -0.010; N 0.041; H 0.370; C -0.503; H 0.234; N 0.065; S 0.788; O -0.559; C -0.421; N 0.056; C -0.475; C -0.633; H 0.366; C -0.448; C -0.590; H 0.439; C -0.966; H 0.379; H 0.387; C -0.523; C -0.451; H 0.477; C -0.526; C -0.372; H 0.389; S -0.408; I -0.051; C -0.451; H 0.378; H 0.227; H 0.492

---

Entry from the Open Molecules 2025 dataset: C31H30N6O2S3SbV as an isolated structure at a distorted geometry (ωB97M-V with the def2-TZVPD basis set).

Geometry (Å):
H -0.89813 -2.02713 5.06446
H -2.03453 -0.21213 -6.99024
C -2.77903 -0.71293 -5.03954
H -0.78433 -3.25633 2.60246
H -4.91003 -0.82753 2.70336
C -1.27183 -2.28203 2.52586
C 0.41177 -4.28133 -0.21174
C -2.52593 0.21697 1.08836
C -1.34553 2.55407 -1.53564
C 0.59087 5.09177 0.41816
N 0.72697 -2.10603 0.42776
C -0.37973 -1.24713 3.14766
H -1.51673 -2.09713 1.48556
C 2.58687 -1.82193 -2.00804
C -0.39613 3.09547 -0.52004
H 0.51807 -0.40383 6.31716
C -4.22403 1.23277 2.81386
H -0.81253 -2.65063 -0.93594
S -4.12073 -0.20203 0.51626
H -1.91363 3.37017 -1.97364
H 2.18147 4.66077 1.80986
H 2.34217 -2.21983 1.77446
H 1.51137 -1.73233 -1.92584
C -0.32113 4.48687 -0.42194
O 0.22217 -0.14193 -1.31654
C 4.86897 0.48837 0.69616
H 5.17367 -1.71363 -1.81624
N 0.38957 2.29707 0.22806
H 2.86727 -2.86603 -1.86494
C -1.80013 -0.29693 -5.94054
C 1.42277 4.26197 1.14826
C 1.22187 0.49627 4.49516
C -0.95503 -0.38933 -1.79244
N 0.35077 -0.36733 2.43396
H -2.05253 1.83937 -1.12564
H -4.45853 2.19107 2.34726
C 0.47017 -0.39593 5.24036
S -2.41693 0.97207 2.64776
H -5.97713 0.35147 1.91886
C 5.51257 -0.31763 -0.22994
C -4.93923 0.09627 2.12456
H -2.19253 -2.35293 3.10246
C 1.66017 -2.71513 1.10576
H 1.09817 0.31527 -2.80334
C -1.20973 -0.46143 -3.22134
C -0.53543 0.02327 -5.49974
O 1.00407 0.36687 -3.77274
H 6.58907 -0.36693 -0.27414
N 2.71967 -0.18383 -0.12954
N -1.51133 -0.03503 0.30446
C 3.33137 -0.97233 -1.02744
C 1.16157 0.45477 3.10976
H -4.44113 1.27287 3.88186
H 0.23197 0.36817 -6.17424
C -0.31643 -1.28743 4.54066
H 1.86967 1.21737 4.97586
H -3.77073 -0.93883 -5.39764
H -3.24013 -1.08113 -2.98264
H 2.88527 -1.54333 -3.02044
C -0.22533 -0.03863 -4.14164
H -0.79043 2.07507 -2.34224
C 1.27787 2.88947 1.02506
Sb 2.66857 1.79497 2.26876
C 0.00837 -2.98863 -0.32214
N -1.92773 -0.46263 -0.91274
S 1.73327 -4.40683 0.87416
H 0.01817 -5.14213 -0.71644
H 0.66387 6.16507 0.49626
C 3.48317 0.51407 0.70806
V 0.53277 0.05537 0.42866
C 4.72507 -1.05683 -1.08694
H -0.97653 5.09107 -1.02864
H 5.42777 1.08757 1.40366
C -2.48843 -0.79083 -3.69834

Computed properties:
largest force on an atom	0.0510	Eh/bohr
highest occupied orbital energy (alpha / beta)	-12.77 / -12.79	eV
total charge	+2
LUMO level (alpha / beta)	-5.971 / -5.699	eV
energy	-4056.7299	Eh
2S+1	3

List of Mulliken charges in e, atom by atom: H 0.576; H 0.434; C -0.936; H 0.433; H 0.288; C -1.634; C -0.292; C -0.039; C -0.911; C -0.790; N 1.501; C 1.072; H 0.040; C -1.337; C 0.777; H 0.460; C -0.678; H 0.393; S 0.048; H 0.556; H 0.506; H 0.224; H 0.001; C -0.879; O 0.698; C -0.854; H 0.552; N 0.290; H 0.488; C -0.484; C -0.898; C -0.794; C 1.121; N 0.923; H 0.153; H 0.323; C -0.924; S 0.024; H 0.451; C -0.687; C -0.633; H 0.555; C -0.631; H -0.014; C -0.296; C -0.687; O -0.766; H 0.453; N 0.533; N 1.875; C 1.070; C -0.053; H 0.471; H 0.520; C -0.952; H 0.515; H 0.454; H 0.538; H 0.545; C 0.369; H 0.065; C 0.174; Sb 1.020; C -1.124; N -0.673; S -0.110; H 0.519; H 0.449; C -0.052; V -1.507; C -1.065; H 0.490; H 0.493; C -0.740

---

Entry from the Open Molecules 2025 dataset: C30H37O8RuS as an isolated structure at a distorted geometry (ωB97M-V with the def2-TZVPD basis set).

Geometry (Å):
O -1.83098 1.69935 5.36169
C -1.31272 0.91057 -4.46480
H 1.34655 -0.25043 6.88482
H -3.00172 0.56589 1.56481
C -0.03239 -0.77271 -5.63774
H 2.88398 -2.55119 -7.86580
C -1.75271 -0.24800 -2.32738
O -1.26127 -2.59607 -6.49487
C -1.42899 -2.38416 2.06717
H -2.82386 3.04469 -3.62938
H 0.74988 4.21834 8.98622
C -1.07498 1.82607 -3.21541
H 1.78374 -0.87363 4.49471
C -1.94685 -1.37223 1.16393
C -1.57510 -0.49155 -3.82520
H -2.73604 -0.61029 -1.98709
H -1.82359 -3.95633 -7.92445
H 1.15925 -2.54463 0.49356
H 0.45465 -1.22015 -3.58913
H 1.85126 0.05003 0.19957
H -2.49453 -0.93069 -4.24377
H -0.45418 1.18215 -6.48438
H -0.13211 -3.35946 -8.10625
H -1.97356 -1.46090 0.08230
H -0.97356 -0.73382 -1.70884
O 2.12515 -1.87053 -5.46519
H -0.55085 -4.47276 -6.76206
C -2.51951 -0.32699 1.96235
C 1.76904 2.33965 10.73607
C 0.36484 2.99082 7.23873
H -1.63336 3.81112 -2.54454
C 1.69712 -0.94758 3.42038
C 1.33122 -1.84482 1.30269
C 0.46579 1.71441 6.67072
C -0.91349 -3.66409 -7.40077
H 0.75213 1.18433 -5.15941
C 1.29010 -1.29622 -6.14312
O -1.69617 1.16807 -2.07218
C 1.33023 -2.15010 2.71864
C 1.73905 -0.46902 1.14862
O 0.23729 1.84994 4.03266
C 0.40634 2.04180 -2.88390
H -1.28035 -2.39291 4.31882
H -2.66292 -0.03208 4.16107
H 0.94271 1.08763 -2.79953
O -0.26931 -0.19875 5.30249
C -0.90058 -1.31819 -6.78255
C -1.58802 -1.87744 3.42099
S -0.45722 1.25591 5.17853
H -0.65518 -2.42162 -4.33125
C 2.69094 -1.47514 -7.96977
H -1.29668 3.68829 -4.28743
C 1.20092 0.72303 7.34612
H 1.53135 3.34527 11.08721
H -2.23977 1.23513 -4.96886
H 3.44549 -0.90984 -7.40920
C 1.94492 0.07951 2.45152
H 0.48091 2.55980 -1.91849
C -1.75302 3.17663 -3.42941
Ru -0.18830 -0.80932 2.25479
C -0.40637 -1.35656 -4.25956
H 2.67083 -1.18464 -9.01828
C 1.67043 0.95749 8.63642
H 2.20408 1.10934 2.66558
H -1.06317 -3.35952 1.78098
C -2.30235 -0.62376 3.33046
H 2.22339 0.16078 9.14853
O -1.16675 -0.74535 -7.81982
C 0.84306 3.22360 8.53262
C 1.41239 2.17775 9.28639
H 1.14239 -3.11283 3.17738
H 0.89115 2.66970 -3.64136
H 2.83586 2.16363 10.91307
O 1.39983 -1.14931 -7.47434
H 1.22808 1.62545 11.37005
C -0.19537 0.75511 -5.50757
H -0.12851 3.77431 6.66042

Computed properties:
largest force on an atom	0.1398	Eh/bohr
highest occupied orbital energy (alpha / beta)	1.78 / -3.18	eV
total charge	-2
LUMO level (alpha / beta)	3.808 / 3.807	eV
energy	-2260.1165	Eh
2S+1	6

List of Mulliken charges in e, atom by atom: O -0.719; C -0.046; H 0.288; H 0.408; C 3.453; H 0.270; C -1.059; O -0.283; C -1.050; H 0.421; H 0.250; C 1.831; H 0.337; C -0.093; C 0.764; H 0.273; H 0.254; H 0.558; H 0.313; H 0.432; H 0.546; H 0.294; H 0.253; H 0.419; H 0.097; O -0.623; H 0.300; C -0.823; C -1.310; C -0.718; H 0.411; C 0.393; C -0.741; C 0.020; C -0.884; H 0.252; C -0.917; O -0.518; C -0.934; C -0.137; O -0.662; C -1.996; H 0.419; H 0.768; H 0.284; O -0.567; C -0.383; C -0.665; S 1.358; H 0.590; C -1.118; H 0.334; C -0.005; H 0.340; H 0.404; H 0.309; C -1.025; H 0.473; C -1.856; Ru 0.421; C -1.968; H 0.312; C -0.719; H 0.342; H 0.664; C -0.274; H 0.307; O -0.766; C -0.700; C 0.917; H 0.647; H 0.403; H 0.304; O -0.036; H 0.289; C -1.483; H 0.361